No. 1
ORCA calculation (ωB97M-V/def2-TZVPD) on a cluster of 2 separate species, C4H12 in total.

Results
2S+1   1
Charge   0
SMILES   CC.CC
Electronic energy   -4340.9554 eV
HOMO-LUMO gap   12.23 eV
Largest force on an atom   2.7 eV/A
ΔE to the lowest compared entry with this formula, charge and spin   1.573 eV

Last column: Mulliken charge in e.
Element x y z (Å)
C: -0.34 -1.90 -1.57  -0.676
C: -0.47 -2.16 -0.05  -0.652
H: -1.40 -2.06 -2.08  0.212
H: 0.12 -0.88 -1.79  0.209
H: 0.32 -2.71 -2.02  0.240
H: 0.39 -2.82 0.26  0.225
H: -0.70 -1.18 0.35  0.130
H: -1.31 -2.80 0.31  0.305
C: 1.16 1.67 0.77  -0.624
C: -0.27 2.35 0.79  -0.828
H: 1.54 1.75 -0.30  0.215
H: 1.81 2.01 1.67  0.294
H: 1.07 0.61 1.12  0.153
H: -0.39 3.23 0.07  0.253
H: -0.23 3.03 1.66  0.268
H: -1.30 1.87 0.80  0.274

No. 2
ORCA calculation (ωB97M-V/def2-TZVPD) on a cluster of 2 separate species, C4H12 in total.

Results
2S+1   1
Charge   0
SMILES   CC.CC
Electronic energy   -4342.2751 eV
HOMO-LUMO gap   12.88 eV
Largest force on an atom   1.6 eV/A
ΔE to the lowest compared entry with this formula, charge and spin   0.253 eV

Last column: Mulliken charge in e.
Element x y z (Å)
C: 0.05 1.47 1.60  -0.650
C: -1.05 0.87 2.52  -0.857
H: -0.33 1.54 0.59  0.130
H: 0.33 2.48 1.88  0.323
H: 0.93 0.82 1.58  0.227
H: -0.78 -0.13 2.82  0.265
H: -2.02 0.86 2.02  0.269
H: -1.17 1.49 3.41  0.296
C: 0.23 -0.85 -1.42  -0.742
C: 0.77 -1.52 -2.71  -0.900
H: -0.69 -1.32 -1.06  0.305
H: 0.94 -0.91 -0.61  0.251
H: -0.04 0.17 -1.64  0.255
H: -0.03 -1.91 -3.32  0.289
H: 1.51 -2.27 -2.44  0.267
H: 1.36 -0.76 -3.23  0.272

No. 3
ORCA calculation (ωB97M-V/def2-TZVPD) on a cluster of 2 separate species, C4H12 in total.

Results
2S+1   1
Charge   0
SMILES   CC.CC
Electronic energy   -4342.2818 eV
HOMO-LUMO gap   12.85 eV
Largest force on an atom   1.6 eV/A
ΔE to the lowest compared entry with this formula, charge and spin   0.246 eV

Last column: Mulliken charge in e.
Element x y z (Å)
C: 0.20 -1.39 1.84  -0.821
C: 1.38 -0.43 1.88  -0.677
H: 0.40 -2.35 1.37  0.282
H: -0.10 -1.68 2.87  0.299
H: -0.70 -0.89 1.48  0.246
H: 2.32 -0.99 1.74  0.278
H: 1.51 0.12 2.82  0.270
H: 1.40 0.20 1.00  0.135
C: -0.18 1.28 -1.53  -0.588
C: -1.38 0.57 -2.19  -0.935
H: 0.73 0.90 -1.97  0.281
H: -0.30 2.35 -1.75  0.282
H: -0.18 1.13 -0.45  0.075
H: -1.26 0.66 -3.27  0.298
H: -2.34 1.02 -1.90  0.281
H: -1.48 -0.48 -1.93  0.294